The following is a DFT calculation (wB97M-V/def2-TZVPD) of 2 unconnected molecules or ions with the total composition CHBrF2N2O2 at a distorted geometry.

Each line ends with the Löwdin charge.
Atoms and positions in Å:
C1 0.01 0.08 0.31  -0.66
N1 -0.99 0.08 -0.67  -0.17
N2 1.11 -0.86 0.20  -0.46
O1 1.97 -0.79 1.02  0.07
O2 1.12 -1.58 -0.78  0.09
F1 -2.14 -0.50 -0.27  0.02
F2 -1.43 1.40 -0.90  -0.05
Br1 -0.40 0.81 2.00  0.84
H1 0.74 1.38 -0.91  0.33

highest occupied orbital energy (alpha / beta) = -10.790 / -11.003 eV
E_LUMO (alpha / beta) = -2.26 / -2.69 eV
frontier orbital gap (alpha / beta) = 0.3135 / 0.3054 hartree
relative energy (zero: lowest compared OMol25 entry of this formula, charge and spin) = 367.3 kJ/mol
multiplicity = 1

---

The following is a DFT calculation (wB97M-V/def2-TZVPD) of a single CHBrF2OS molecule at a distorted geometry.

Each line ends with the Löwdin charge.
Atoms and positions in Å:
C1 0.62 0.24 -0.36  -0.49
O1 -0.82 -1.54 1.16  -0.54
F1 1.63 -0.26 0.41  0.02
F2 1.04 0.02 -1.69  -0.03
S1 -1.03 -0.77 -0.02  0.61
Br1 -2.13 1.01 0.80  0.33
H1 0.69 1.31 -0.31  0.11

highest occupied orbital energy = -10.629 eV
E_LUMO = -0.91 eV
frontier orbital gap = 0.3571 hartree
relative energy (zero: lowest compared OMol25 entry of this formula, charge and spin) = 118.1 kJ/mol
multiplicity = 1

---

The following is a DFT calculation (wB97M-V/def2-TZVPD) of 2 unconnected molecules or ions with the total composition CHBrINO at a distorted geometry.

Each line ends with the Löwdin charge.
Atoms and positions in Å:
C1 0.70 0.13 -1.26  -0.64
N1 -1.40 0.39 0.77  -0.53
O1 0.79 0.48 -2.37  0.01
Br1 2.11 -0.66 -0.24  0.57
I1 -0.27 0.09 2.34  0.73
H1 -1.92 -0.43 0.76  -0.15

highest occupied orbital energy (alpha / beta) = -9.314 / -9.171 eV
E_LUMO (alpha / beta) = -1.59 / -1.36 eV
frontier orbital gap (alpha / beta) = 0.2840 / 0.2871 hartree
relative energy (zero: lowest compared OMol25 entry of this formula, charge and spin) = 2.2 kJ/mol
multiplicity = 1

---

The following is a DFT calculation (wB97M-V/def2-TZVPD) of 2 unconnected molecules or ions with the total composition CHBrS at a distorted geometry.

Each line ends with the Löwdin charge.
Atoms and positions in Å:
C1 0.14 -0.73 0.73  -0.52
S1 -0.13 -2.21 0.31  0.69
Br1 0.01 1.35 -2.00  -0.07
H1 -0.24 0.21 0.81  -0.10

highest occupied orbital energy (alpha / beta) = -10.728 / -7.915 eV
E_LUMO (alpha / beta) = -0.95 / -3.68 eV
frontier orbital gap (alpha / beta) = 0.3594 / 0.1556 hartree
relative energy (zero: lowest compared OMol25 entry of this formula, charge and spin) = 262.6 kJ/mol
multiplicity = 1

---

The following is a DFT calculation (wB97M-V/def2-TZVPD) of 2 unconnected molecules or ions with the total composition CHCl3F2Si at a distorted geometry.

Each line ends with the Löwdin charge.
Atoms and positions in Å:
C1 2.39 0.23 -0.06  -1.10
F1 -2.15 1.24 -1.01  -0.18
F2 -0.64 1.23 0.85  -0.21
Si1 -1.55 0.18 0.05  0.01
Cl1 1.60 -0.54 1.11  0.60
Cl2 -0.63 -1.17 -1.18  0.33
Cl3 3.41 -0.76 -0.96  0.54
H1 -2.43 -0.43 1.19  0.02

highest occupied orbital energy = -9.246 eV
E_LUMO = -0.89 eV
frontier orbital gap = 0.3072 hartree
relative energy (zero: lowest compared OMol25 entry of this formula, charge and spin) = 199.6 kJ/mol
multiplicity = 1

---

The following is a DFT calculation (wB97M-V/def2-TZVPD) of a molecular structure, CHCl3IMg at a distorted geometry.

Each line ends with the Löwdin charge.
Atoms and positions in Å:
Mg1 -9.27 28.96 28.79  0.55
I1 -10.31 27.29 28.56  0.78
C1 -12.39 25.51 29.57  -1.65
Cl1 -13.21 26.10 31.11  0.49
Cl2 -13.66 24.70 28.55  0.53
Cl3 -11.02 24.56 29.84  0.55
H1 -12.05 26.41 29.06  -0.26

highest occupied orbital energy = -13.827 eV
E_LUMO = -6.89 eV
frontier orbital gap = 0.2548 hartree
net charge = +1
relative energy (zero: lowest compared OMol25 entry of this formula, charge and spin) = 328.0 kJ/mol
multiplicity = 1

---

The following is a DFT calculation (wB97M-V/def2-TZVPD) of 2 unconnected molecules or ions with the total composition CHCl3N2 at a distorted geometry.

Each line ends with the Löwdin charge.
Atoms and positions in Å:
C1 2.57 0.67 -0.41  -0.82
N1 2.80 -0.46 -0.23  -0.34
N2 -0.15 -0.44 -0.67  -0.45
Cl1 2.47 2.26 -0.58  0.82
Cl2 4.51 -1.28 0.35  0.26
Cl3 0.53 -1.93 -0.79  0.56
H1 -0.37 -0.27 0.32  -0.03

highest occupied orbital energy (alpha / beta) = -9.004 / -9.988 eV
E_LUMO (alpha / beta) = -1.16 / -1.62 eV
frontier orbital gap (alpha / beta) = 0.2884 / 0.3077 hartree
relative energy (zero: lowest compared OMol25 entry of this formula, charge and spin) = 259.0 kJ/mol
multiplicity = 1

---

The following is a DFT calculation (wB97M-V/def2-TZVPD) of a gas-phase ion, CHCl3O2P (charge -1) at a distorted geometry.

Each line ends with the Löwdin charge.
Atoms and positions in Å:
C1 0.37 0.42 0.76  -1.85
O1 -1.00 -1.64 -0.24  -0.55
O2 0.05 -0.10 -1.88  -0.31
P1 0.30 -1.01 -0.58  0.38
Cl1 1.62 1.52 0.54  0.50
Cl2 0.61 -0.58 2.20  0.44
Cl3 -1.10 1.44 0.93  0.43
H1 -0.85 -0.05 -1.74  -0.04

highest occupied orbital energy = -3.519 eV
E_LUMO = 3.40 eV
SMILES string = [O-]P(O)C(Cl)(Cl)Cl
frontier orbital gap = 0.2544 hartree
net charge = -1
relative energy (zero: lowest compared OMol25 entry of this formula, charge and spin) = 22.6 kJ/mol
multiplicity = 1

---

The following is a DFT calculation (wB97M-V/def2-TZVPD) of a single CHCl3S molecule at a distorted geometry.

Each line ends with the Löwdin charge.
Atoms and positions in Å:
C1 0.28 0.10 0.39  -1.52
S1 -1.20 -0.80 -0.10  0.53
Cl1 1.60 -0.88 1.15  0.47
Cl2 -0.02 1.35 1.61  0.49
Cl3 -1.29 -0.52 -2.55  -0.02
H1 0.64 0.76 -0.50  0.06

highest occupied orbital energy = -10.392 eV
E_LUMO = -2.89 eV
SMILES string = ClSC(Cl)Cl
frontier orbital gap = 0.2756 hartree
relative energy (zero: lowest compared OMol25 entry of this formula, charge and spin) = 106.7 kJ/mol
multiplicity = 1

---

The following is a DFT calculation (wB97M-V/def2-TZVPD) of a single CHCl4PS molecule at a distorted geometry.

Each line ends with the Löwdin charge.
Atoms and positions in Å:
C1 -0.04 1.11 0.11  -1.44
P1 0.44 -0.59 0.01  -0.32
S1 -1.44 -1.47 0.15  0.45
Cl1 1.27 2.25 0.24  0.49
Cl2 -1.18 1.59 -1.15  0.48
Cl3 1.58 -1.82 -1.22  0.20
Cl4 1.39 -0.83 1.71  0.33
H1 -2.03 -0.24 0.16  -0.19

highest occupied orbital energy = -8.448 eV
E_LUMO = -0.42 eV
SMILES string = SP(Cl)(Cl)=C(Cl)Cl
frontier orbital gap = 0.2951 hartree
relative energy (zero: lowest compared OMol25 entry of this formula, charge and spin) = 107.5 kJ/mol
multiplicity = 1

---

The following is a DFT calculation (wB97M-V/def2-TZVPD) of a single CHClF2O molecule at a distorted geometry.

Each line ends with the Löwdin charge.
Atoms and positions in Å:
C1 0.69 0.08 0.75  -0.57
O1 1.55 -0.94 1.38  -0.44
F1 -0.51 -0.11 1.13  0.13
F2 1.19 1.30 1.19  0.04
Cl1 0.82 -2.43 0.78  0.67
H1 0.94 0.23 -0.33  0.17

highest occupied orbital energy = -11.260 eV
E_LUMO = -0.67 eV
SMILES string = FC(F)OCl
frontier orbital gap = 0.3892 hartree
relative energy (zero: lowest compared OMol25 entry of this formula, charge and spin) = 251.5 kJ/mol
multiplicity = 1

---

The following is a DFT calculation (wB97M-V/def2-TZVPD) of a single CHClF2O2 molecule at a distorted geometry.

Each line ends with the Löwdin charge.
Atoms and positions in Å:
C1 -0.67 0.20 0.02  -0.94
O1 1.60 0.03 -0.09  0.00
O2 0.51 -0.38 0.57  -0.10
F1 -0.49 0.79 -1.17  0.09
F2 -1.09 1.14 0.86  0.08
Cl1 -2.01 -0.98 -0.13  0.72
H1 2.15 -0.80 -0.05  0.15

highest occupied orbital energy = -10.788 eV
E_LUMO = 0.58 eV
SMILES string = OOC(F)(F)Cl
frontier orbital gap = 0.4176 hartree
relative energy (zero: lowest compared OMol25 entry of this formula, charge and spin) = 39.0 kJ/mol
multiplicity = 1

---

The following is a DFT calculation (wB97M-V/def2-TZVPD) of a molecular structure, CHClF2OS2 at a distorted geometry.

Each line ends with the Löwdin charge.
Atoms and positions in Å:
C1 -1.13 -0.42 -0.38  -0.31
O1 1.27 -0.24 1.78  -0.52
F1 -2.09 -0.45 0.57  0.07
F2 -1.30 0.56 -1.23  0.06
S1 0.95 2.30 0.48  0.24
S2 0.99 0.34 0.49  0.00
Cl1 2.31 -0.57 -0.79  0.27
H1 -1.00 -1.52 -0.93  0.20

highest occupied orbital energy (alpha / beta) = -9.680 / -9.680 eV
E_LUMO (alpha / beta) = -1.87 / -1.87 eV
frontier orbital gap (alpha / beta) = 0.2871 / 0.2869 hartree
relative energy (zero: lowest compared OMol25 entry of this formula, charge and spin) = 222.4 kJ/mol
multiplicity = 1

---

The following is a DFT calculation (wB97M-V/def2-TZVPD) of a single CHClFNS molecule at a distorted geometry.

Each line ends with the Löwdin charge.
Atoms and positions in Å:
C1 -1.56 0.44 0.54  -0.60
N1 1.24 -1.21 -0.82  -0.43
F1 -2.45 0.42 1.53  -0.04
S1 -0.30 1.37 0.35  0.66
Cl1 1.18 0.27 -1.42  0.51
H1 1.90 -1.29 -0.18  -0.10

highest occupied orbital energy (alpha / beta) = -8.829 / -9.132 eV
E_LUMO (alpha / beta) = -1.10 / -1.39 eV
frontier orbital gap (alpha / beta) = 0.2841 / 0.2846 hartree
relative energy (zero: lowest compared OMol25 entry of this formula, charge and spin) = 461.3 kJ/mol
multiplicity = 1

---

The following is a DFT calculation (wB97M-V/def2-TZVPD) of a molecular structure, CHClFO2S2 at a distorted geometry.

Each line ends with the Löwdin charge.
Atoms and positions in Å:
C1 0.16 0.58 0.62  -0.61
O1 0.84 -1.56 -0.88  -0.45
O2 -1.64 -0.95 -0.52  -0.43
F1 -0.89 1.21 1.08  0.00
S1 -0.19 0.98 -1.95  0.23
S2 -0.26 -0.57 -0.73  0.14
Cl1 1.02 -0.84 2.16  0.09
H1 0.97 1.14 0.22  0.02

highest occupied orbital energy = -4.893 eV
E_LUMO = 3.28 eV
frontier orbital gap = 0.3002 hartree
net charge = -1
relative energy (zero: lowest compared OMol25 entry of this formula, charge and spin) = 109.4 kJ/mol
multiplicity = 1

---

The following is a DFT calculation (wB97M-V/def2-TZVPD) of 2 unconnected molecules or ions with the total composition CHClFO3 at a distorted geometry.

Each line ends with the Löwdin charge.
Atoms and positions in Å:
C1 -1.86 0.22 0.07  -0.30
O1 0.56 0.15 0.70  0.04
O2 -2.80 -0.30 0.44  0.37
O3 -0.50 -0.47 0.59  0.11
F1 -1.52 1.31 -0.60  0.25
Cl1 2.78 -0.64 0.04  0.54
H1 3.33 -0.28 -1.24  -0.01

highest occupied orbital energy (alpha / beta) = -16.811 / -17.345 eV
E_LUMO (alpha / beta) = -10.01 / -8.96 eV
frontier orbital gap (alpha / beta) = 0.2499 / 0.3080 hartree
net charge = +1
relative energy (zero: lowest compared OMol25 entry of this formula, charge and spin) = 91.8 kJ/mol
multiplicity = 1

---

The following is a DFT calculation (wB97M-V/def2-TZVPD) of a single CHClNOP molecule at a distorted geometry.

Each line ends with the Löwdin charge.
Atoms and positions in Å:
C1 -1.48 -0.81 0.11  -0.44
N1 -2.50 -1.30 -0.06  0.15
O1 -0.24 -0.46 0.29  -0.36
P1 0.93 0.44 -0.68  0.53
Cl1 1.21 2.11 0.32  0.20
H1 2.09 0.01 0.03  -0.09

highest occupied orbital energy = -10.599 eV
E_LUMO = -0.03 eV
SMILES string = N#COPCl
frontier orbital gap = 0.3884 hartree
relative energy (zero: lowest compared OMol25 entry of this formula, charge and spin) = 140.3 kJ/mol
multiplicity = 1

---

The following is a DFT calculation (wB97M-V/def2-TZVPD) of 2 unconnected molecules or ions with the total composition CHClNOP at a distorted geometry.

Each line ends with the Löwdin charge.
Atoms and positions in Å:
C1 1.31 -0.96 -0.91  -0.65
N1 1.57 0.18 -0.74  0.09
O1 1.06 -2.13 -0.98  0.01
P1 -1.25 0.15 1.12  0.55
Cl1 -0.94 2.03 1.59  0.16
H1 -1.75 0.72 -0.09  -0.16

highest occupied orbital energy (alpha / beta) = -9.013 / -9.017 eV
E_LUMO (alpha / beta) = -3.95 / -3.95 eV
frontier orbital gap (alpha / beta) = 0.1860 / 0.1863 hartree
relative energy (zero: lowest compared OMol25 entry of this formula, charge and spin) = 402.1 kJ/mol
multiplicity = 1

---

The following is a DFT calculation (wB97M-V/def2-TZVPD) of 2 unconnected molecules or ions with the total composition CHClNP.

Each line ends with the Löwdin charge.
Atoms and positions in Å:
C1 0.55 -1.66 -0.12  -0.67
N1 1.10 -2.44 0.53  0.08
P1 -0.18 -0.50 -1.19  0.79
Cl1 -3.78 -0.38 0.12  -0.04
H1 -0.47 0.40 -0.15  -0.16

highest occupied orbital energy (alpha / beta) = -11.479 / -9.875 eV
E_LUMO (alpha / beta) = -2.63 / -4.25 eV
frontier orbital gap (alpha / beta) = 0.3253 / 0.2068 hartree
relative energy (zero: lowest compared OMol25 entry of this formula, charge and spin) = 219.0 kJ/mol
multiplicity = 1

---

The following is a DFT calculation (wB97M-V/def2-TZVPD) of 2 unconnected molecules or ions with the total composition CHClO2S at a distorted geometry.

Each line ends with the Löwdin charge.
Atoms and positions in Å:
C1 -1.56 0.24 -0.70  0.00
O1 -1.44 -0.27 0.32  -0.01
O2 0.80 2.26 0.14  -0.49
S1 2.30 1.58 0.13  0.44
Cl1 2.02 -0.40 -0.13  0.10
H1 0.58 2.77 -0.54  -0.04

highest occupied orbital energy = -9.196 eV
E_LUMO = 0.22 eV
frontier orbital gap = 0.3459 hartree
relative energy (zero: lowest compared OMol25 entry of this formula, charge and spin) = 33.8 kJ/mol
multiplicity = 1